# 1
Below is a molecular structure, C55H64N7ReS in a non-equilibrium geometry, with properties calculated with ωB97M-V with the def2-TZVPD basis set.

XYZ file:
```
128
Properties=species:S:1:pos:R:3:forces:R:3
C 2.6602 -2.8392 0.7253 -0.145 0.173 -0.022
H -2.5634 -3.9383 1.0726 -0.029 -0.020 -0.026
H 0.5148 -3.2266 3.4594 0.031 0.037 0.020
C -4.0762 2.5969 2.9123 -0.067 -0.030 0.035
H 1.7210 2.3403 5.7197 -0.016 0.004 -0.005
C 0.5050 0.6534 3.0658 -0.039 0.042 0.016
Re 0.6584 1.0007 -0.1468 0.206 0.954 -0.107
N 0.8848 1.4349 2.0455 -0.254 -0.187 -0.074
H 2.2841 3.8987 3.8527 0.000 -0.019 0.003
N -2.6247 -0.4708 0.1695 0.157 0.052 -0.228
C -1.2274 -2.4685 0.3226 0.272 0.178 -0.133
H -0.2465 -0.8509 -2.3202 0.112 0.024 -0.046
H 4.5012 0.6278 -2.4601 0.047 0.006 0.011
C -4.5903 0.7187 1.2724 0.058 -0.039 0.077
C 1.8387 3.4993 1.2163 -0.007 0.019 0.075
H -4.7063 -3.5510 -2.2968 0.014 0.009 0.035
C 0.0410 1.0363 -5.0764 -0.017 0.003 -0.004
H 2.0576 -0.2685 -2.4412 0.232 -0.040 -0.011
H 0.8434 -3.8818 1.1399 -0.015 0.020 -0.053
H -4.3054 4.4487 -1.8948 0.011 -0.015 -0.013
C 4.5581 -2.0561 -1.1803 0.053 0.089 0.014
C -1.2214 -4.8475 -0.3031 -0.062 -0.058 0.113
C -4.0137 -0.0372 0.2349 0.083 0.116 0.032
H 0.5942 3.1018 -4.9947 0.009 -0.009 0.003
N 0.9133 3.2293 0.0902 0.448 -0.472 -0.304
H -6.6915 -0.1951 -1.8471 0.019 -0.012 0.006
C -3.3815 2.5095 -2.0461 0.044 0.042 0.042
H 3.2904 -2.7110 -3.7758 -0.009 0.021 -0.007
H -2.5261 -0.4600 3.0517 0.049 0.043 -0.002
C 0.5722 2.2308 -3.0467 -0.065 -0.061 0.042
H 0.6631 -1.8420 2.3937 -0.122 0.284 -0.030
H 1.5696 -2.3893 -3.5363 -0.039 -0.028 -0.006
C 0.4115 -3.3949 -1.2164 -0.039 0.359 0.246
C 4.0395 -0.0202 -3.2016 -0.007 -0.070 0.008
N -1.4086 2.1682 -0.7409 0.584 -0.261 0.579
H -1.6675 -5.8270 -0.1923 -0.014 0.030 0.006
C -6.6637 0.8568 0.0052 -0.023 0.018 -0.004
H 2.0172 -2.3089 3.4565 -0.002 0.015 -0.017
C -1.4858 3.4422 -0.3511 -0.143 0.056 -0.061
C -1.7041 -3.7736 0.4350 -0.104 -0.066 -0.059
H 6.0614 0.1230 4.3446 -0.003 -0.017 -0.012
H 1.7574 4.5436 1.5281 -0.015 0.023 -0.035
H -3.9435 2.7860 3.9789 0.036 0.014 -0.034
C -0.2082 -4.6215 -1.2160 -0.011 -0.091 -0.012
C 1.4796 2.0874 4.6956 -0.010 -0.007 0.015
C 0.0141 -2.2966 -0.3959 -0.263 -0.317 -0.072
N 3.5550 0.0027 2.1515 0.011 -0.232 -0.080
H 0.1375 -5.4068 -1.8752 0.008 0.023 0.009
H -4.0849 -3.1427 -0.6965 0.040 -0.018 0.059
H 5.9805 -3.1357 0.0075 -0.014 -0.007 -0.012
C 1.5247 3.8035 -1.1452 -0.102 0.231 -0.042
H -5.1644 -1.2160 -2.7818 -0.030 0.026 -0.002
H -4.0982 2.0961 -2.7421 -0.006 -0.024 0.042
C 5.9580 1.2061 2.4693 0.072 -0.079 0.124
C -4.0061 1.0886 2.6376 0.039 0.080 -0.021
C 2.5374 -1.9232 -3.7074 0.097 0.015 0.074
H 5.5503 2.1226 0.5653 0.018 0.025 0.037
N 0.3942 1.1149 -2.3069 0.166 -0.219 -0.247
C 1.4996 2.5929 2.3568 0.092 -0.070 0.079
C 4.9542 -2.8074 -0.0950 0.007 -0.005 0.008
H -3.0711 -2.1527 -3.4415 0.005 0.020 -0.003
H -0.0831 -0.2027 2.8032 -0.059 -0.179 -0.061
C -3.4896 3.8103 -1.5816 -0.030 0.015 0.028
C 1.7142 -3.5571 1.7026 0.054 -0.131 -0.179
C -4.7767 -2.8309 -1.4787 0.038 0.018 -0.069
H -2.2426 0.6985 -1.9194 -0.004 0.211 0.156
H 2.8619 3.3402 0.8857 0.022 0.036 -0.034
H -2.5330 5.3090 -0.3619 0.020 -0.013 -0.012
C 3.9965 -3.2145 0.8150 0.120 0.057 0.031
H -2.9090 -0.4277 -3.1618 -0.038 -0.155 -0.067
H -5.7873 -2.8767 -1.0733 0.023 0.006 0.003
H -7.6838 1.2071 -0.0811 0.014 -0.029 0.008
C 1.8049 2.9472 3.6591 0.052 0.021 -0.001
C -4.4501 -1.4178 -1.9821 0.066 -0.135 0.042
H -0.0684 1.0150 -6.1530 0.001 -0.002 0.021
H -6.3920 1.6538 1.9485 0.039 0.037 -0.025
N 0.9585 -1.2596 -0.2790 0.071 0.080 -0.031
C 3.2578 -1.5844 -1.3050 -0.183 0.017 -0.119
C -0.3515 3.9018 0.4793 -0.102 0.115 0.138
H 4.8232 -0.6249 -3.6613 -0.016 0.025 0.009
C 5.4871 0.3339 3.4544 0.124 0.132 -0.064
C 3.9551 0.8490 1.1873 0.209 0.401 0.484
C -2.5126 4.2888 -0.7225 -0.058 -0.034 -0.009
H -0.5481 3.6610 1.5251 -0.017 -0.019 0.059
H 4.2981 -3.8841 1.6062 -0.009 -0.006 -0.032
C 0.7797 3.6084 -2.4513 -0.040 -0.130 0.094
H 1.4875 -5.3950 2.7827 0.017 0.030 0.019
H -1.9091 0.9385 2.1517 0.018 0.062 0.015
C -3.0836 -1.3852 -2.6642 -0.131 -0.061 -0.090
H -3.2821 3.1162 2.3769 0.152 0.103 -0.147
H 2.7067 -0.5323 1.9830 -0.057 0.028 0.038
H -0.2026 4.0869 -2.4152 -0.002 0.018 0.000
C 1.2045 -2.6737 2.8187 -0.046 0.019 0.160
C 0.4232 2.1947 -4.4303 0.039 0.033 -0.029
H -3.0096 -2.0003 1.4587 0.064 -0.083 -0.045
C 0.7974 0.9215 4.3875 -0.006 0.033 0.059
H 0.4606 0.2403 5.1576 0.016 0.001 -0.018
C -0.2262 -0.0813 -4.3023 -0.037 0.017 -0.044
C -0.0380 0.0050 -2.9439 -0.063 0.112 -0.069
S 3.0335 1.1394 -0.2614 -1.442 -0.511 -0.313
H 2.4893 -1.4277 -4.6784 -0.006 -0.012 0.014
H -2.2720 1.0732 3.8829 0.027 -0.004 0.020
H 3.8511 -0.9877 3.9447 -0.028 0.004 -0.023
H -0.5665 -1.0107 -4.7373 -0.021 0.009 0.010
C -4.7957 -0.4021 -0.8904 0.038 0.087 -0.156
C 5.1993 1.4596 1.3445 -0.165 -0.003 -0.144
C -6.0956 0.0796 -0.9847 -0.029 0.013 -0.051
C 2.3048 -1.8759 -0.2876 0.166 -0.081 0.031
H -4.6657 0.6056 3.3642 -0.035 -0.005 0.000
H -0.2247 4.9848 0.4113 0.046 0.001 -0.010
H 3.0506 -4.6480 3.0647 -0.005 -0.009 -0.019
H 5.2719 -1.8258 -1.9601 -0.011 -0.023 0.022
C -2.3392 1.7231 -1.5963 0.090 -0.210 0.022
H 2.7269 -5.4916 1.5391 -0.002 0.004 0.027
C -2.5944 0.6244 2.9419 0.026 -0.061 0.021
C 2.9202 -0.8961 -2.6243 -0.089 -0.068 0.044
C -2.3059 -1.5402 0.7557 -0.171 -0.228 0.221
H 3.6259 0.6073 -3.9937 0.016 -0.008 0.009
H 2.5165 3.3704 -1.2369 0.047 0.039 0.062
H -5.0202 3.0461 2.6134 0.020 -0.019 0.020
H 6.9229 1.6827 2.5877 -0.013 0.006 -0.007
H 1.3488 4.1836 -3.1830 -0.027 0.024 -0.016
H 1.6523 4.8795 -0.9904 -0.024 0.018 0.033
C 4.2782 -0.2715 3.2576 -0.131 -0.071 -0.059
H -2.2593 -1.5922 -1.9848 0.015 -0.005 0.025
C -5.9193 1.1319 1.1263 0.008 -0.058 0.077
C 2.2950 -4.8423 2.3008 -0.030 -0.045 -0.059
H 1.2707 -3.2589 -1.8456 0.125 -0.007 -0.043
```
Forces are in eV/Å.

**2S+1**: 2
**Energy above the lowest of the compared OMol25 structures with the same formula, charge and spin**: 73.4 kJ/mol
**DFT total energy**: -2993.086064 hartree
**<S²>**: 0.785
**Orbital gap (alpha / beta)**: 5.46 / 5.39 eV
**Charge**: +3
**LUMO (alpha / beta)**: -9.39 / -9.46 eV

***

# 2
Below is C5H8N2 in the gas phase, with properties calculated with ωB97M-V with the def2-TZVPD basis set.

XYZ file:
```
15
Properties=species:S:1:pos:R:3:forces:R:3
H -0.6435 1.8864 1.0379 0.001 -0.125 0.010
H 1.4486 0.7628 1.8428 -0.137 -0.041 0.029
C 1.7478 -0.1549 -2.0638 -0.510 -0.247 -0.270
H -1.5763 0.4216 1.3934 0.123 0.013 -0.068
H 1.9806 0.8438 -2.4354 -0.004 -0.079 -0.005
H -1.8290 -0.9693 -0.3648 0.126 0.075 0.005
H -0.9553 -1.9285 -2.5936 0.033 0.151 0.063
H 0.2078 0.8328 3.1146 0.021 -0.046 -0.113
C 0.4587 0.4039 2.1394 0.049 -0.011 0.070
C -0.5820 0.7930 1.0936 -0.080 0.094 0.163
H 0.5125 -0.6844 2.2439 -0.011 0.132 -0.023
C -0.4277 -1.1690 -2.0327 0.158 0.006 -0.103
C -0.8872 -0.5887 -0.7805 0.189 0.158 0.115
N 0.7368 -0.7506 -2.4068 0.341 0.193 0.293
N -0.1794 0.3049 -0.2069 -0.300 -0.272 -0.165
```
Forces are in eV/Å.

**2S+1**: 1
**Energy above the lowest of the compared OMol25 structures with the same formula, charge and spin**: 306.1 kJ/mol
**DFT total energy**: -304.718925 hartree
**Orbital gap**: 8.61 eV
**Charge**: 0
**LUMO**: 0.57 eV

***

# 3
Below is 2 unconnected molecules or ions with the total composition CH6OP2 in a non-equilibrium geometry, with properties calculated with ωB97M-V with the def2-TZVPD basis set.

XYZ file:
```
10
Properties=species:S:1:pos:R:3:forces:R:3
H 0.8111 -0.5606 0.8632 -1.650 -0.201 1.239
P 3.0318 0.7310 -0.3537 0.349 0.742 0.164
H -2.9179 1.4889 0.6392 0.282 0.594 0.823
H 2.2924 1.4514 0.6213 0.073 0.032 -0.032
H 1.0904 -1.1886 -1.3924 -0.593 0.309 0.966
P 1.6594 -0.7758 -0.1258 2.445 -1.414 -2.852
H 2.2917 -2.0660 0.0367 -0.577 0.512 0.526
C -2.2630 1.0651 -0.1160 1.563 -1.467 1.964
O -1.1674 0.5751 0.1168 -1.551 1.068 -0.478
H -2.7972 0.9467 -1.0056 -0.343 -0.175 -2.320
```
Forces are in eV/Å.

**2S+1**: 1
**Energy above the lowest of the compared OMol25 structures with the same formula, charge and spin**: 329.8 kJ/mol
**DFT total energy**: -799.512566 hartree
**Orbital gap**: 7.23 eV
**Charge**: 0
**LUMO**: 0.18 eV